No. 1
Formula: C4H8N2O2
Source: the Open Molecules 2025 dataset
Level of theory: ωB97M-V/def2-TZVPD

Atoms and positions in Å:
H1 0.345 2.539 -0.383
N1 -0.343 1.838 -0.652
C1 0.074 0.655 -0.388
O1 1.328 0.318 0.050
C2 1.850 1.054 1.153
C3 -0.704 -0.529 -0.696
N2 -2.121 -0.430 -0.843
C4 -0.707 -1.678 0.086
O2 -0.076 -2.784 -0.313
H2 1.085 1.393 1.860
H3 2.392 1.926 0.775
H4 2.543 0.394 1.674
H5 -2.510 -0.805 -1.699
H6 -2.469 0.504 -0.629
H7 -1.249 -1.888 1.008
H8 0.561 -2.504 -1.001

## Properties
M (u): 116.12
Energy above the lowest of the compared OMol25 structures with the same formula, charge and spin (kcal per mole): 104.6
Maximum force (eV/A): 2.0
Lowest unoccupied orbital energy (spin up / spin down) (eV): 0.43 / 0.43
SMILES: [H]/N=C(OC)/C(N)=C/O

Atomic partial charges in e from the Mulliken method, atoms 1 to 8: 0.238, -0.723, 0.367, -0.312, -0.809, 0.007, -0.464, -0.049

No. 2
Formula: C6H7ClN2O3
Source: the Open Molecules 2025 dataset
Level of theory: ωB97M-V/def2-TZVPD

Atoms and positions in Å:
C1 -1.104 1.374 0.209
C2 0.216 1.826 0.425
C3 -1.491 0.101 0.136
C4 -0.327 -0.945 0.023
C5 1.050 -0.271 -0.309
C6 2.203 -1.213 -0.197
N1 1.288 1.030 0.273
N2 -2.908 -0.242 0.186
O1 2.450 1.410 0.428
O2 -3.750 0.610 0.329
O3 -3.168 -1.412 -0.130
Cl1 0.692 0.349 -2.031
H1 -1.942 2.073 0.216
H2 0.425 2.885 0.846
H3 -0.316 -1.465 0.963
H4 -0.543 -1.638 -0.828
H5 1.981 -1.910 -0.906
H6 2.125 -1.785 0.734
H7 3.121 -0.778 -0.369

## Properties
M (u): 190.59
Energy above the lowest of the compared OMol25 structures with the same formula, charge and spin (kcal per mole): 133.7
Maximum force (eV/A): 3.3
Lowest unoccupied orbital energy (spin up / spin down) (eV): -1.47 / -1.48

Atomic partial charges in e from the Mulliken method, atoms 1 to 8: -0.434, -0.216, -0.070, -0.769, 0.433, -1.506, 0.702, 0.896

No. 3
Formula: C7H26O6
Source: the Open Molecules 2025 dataset
Level of theory: ωB97M-V/def2-TZVPD

Atoms and positions in Å:
C1 -13.027 -7.852 -27.681
C2 -13.251 -7.058 -29.010
O1 -12.636 -5.792 -29.048
H1 -13.857 -8.522 -27.458
H2 -13.068 -7.246 -26.776
H3 -12.074 -8.378 -27.631
H4 -14.291 -6.750 -29.117
H5 -13.075 -7.637 -29.917
H6 -12.410 -5.549 -28.147
C3 -14.562 -5.940 -30.839
O2 -14.646 -4.618 -31.339
H7 -14.495 -5.879 -29.753
H8 -15.540 -6.391 -31.006
H9 -13.784 -6.537 -31.315
H10 -14.892 -4.007 -30.641
C4 -16.991 -8.411 -27.144
O3 -15.712 -8.044 -26.798
H11 -17.643 -7.554 -26.972
H12 -17.034 -8.479 -28.231
H13 -17.324 -9.326 -26.655
H14 -15.303 -7.953 -27.661
C5 -15.562 -8.504 -29.811
O4 -15.117 -8.551 -28.445
H15 -15.643 -7.449 -30.075
H16 -14.878 -9.025 -30.481
H17 -16.511 -9.023 -29.944
H18 -14.679 -9.399 -28.337
C6 -13.871 -9.669 -32.380
O5 -15.124 -9.875 -31.882
H19 -13.808 -8.908 -33.157
H20 -13.284 -9.324 -31.528
H21 -13.348 -10.557 -32.734
H22 -15.684 -9.994 -32.653
C7 -14.454 -11.158 -28.529
O6 -13.821 -9.947 -28.139
H23 -13.759 -11.994 -28.598
H24 -15.259 -11.458 -27.858
H25 -14.921 -11.076 -29.511
H26 -13.212 -10.189 -27.438

## Properties
M (u): 206.28
Energy above the lowest of the compared OMol25 structures with the same formula, charge and spin (kcal per mole): 334.3
Maximum force (eV/A): 18.3
Lowest unoccupied orbital energy (eV): 0.26

Atomic partial charges in e from the Mulliken method, atoms 1 to 8: -1.290, -0.057, -0.557, 0.757, 0.607, 0.326, 0.040, 0.336

No. 4
Formula: C5H13NO
Source: the Open Molecules 2025 dataset
Level of theory: ωB97M-V/def2-TZVPD

Atoms and positions in Å:
C1 1.408 0.407 -1.133
C2 1.030 -0.126 0.226
C3 1.092 -1.657 0.176
C4 -0.318 0.392 0.750
N1 -0.338 1.856 0.716
C5 -1.499 -0.226 0.005
O1 -2.697 0.330 0.510
H1 1.477 1.498 -1.256
H2 2.381 0.014 -1.443
H3 0.683 0.087 -1.905
H4 1.803 0.164 0.945
H5 0.574 -2.119 1.028
H6 0.614 -2.037 -0.721
H7 2.130 -1.979 0.196
H8 -0.349 0.076 1.808
H9 -1.036 2.168 1.380
H10 -0.693 2.154 -0.184
H11 -1.518 -1.311 0.150
H12 -1.370 -0.025 -1.061
H13 -3.374 0.333 -0.187

## Properties
M (u): 103.16
Energy above the lowest of the compared OMol25 structures with the same formula, charge and spin (kcal per mole): 17.4
Maximum force (eV/A): 1.3
Lowest unoccupied orbital energy (eV): 0.79
SMILES: CC(C)[C@@H](N)CO

Atomic partial charges in e from the Mulliken method, atoms 1 to 8: -1.533, 0.739, -1.630, -0.129, -0.687, -0.673, -0.519, 0.370

No. 5
Formula: C35H35Br4N2O5S2SbV
Source: the Open Molecules 2025 dataset
Level of theory: ωB97M-V/def2-TZVPD

Atoms and positions in Å:
V1 0.610 -0.180 -0.369
C1 0.924 3.638 -2.908
C2 0.281 3.508 -1.554
C3 -1.051 3.097 -1.438
C4 -1.660 3.025 -0.194
C5 -0.953 3.365 0.954
C6 0.365 3.772 0.848
C7 0.976 3.842 -0.397
H1 0.683 4.611 -3.346
H2 0.546 2.878 -3.589
H3 2.013 3.563 -2.834
H4 -1.604 2.840 -2.334
H5 -2.695 2.716 -0.116
H6 -1.434 3.307 1.924
H7 0.932 4.029 1.734
H8 2.009 4.166 -0.461
Br1 5.707 0.960 4.126
C8 4.220 0.158 3.262
C9 3.872 -1.152 3.544
Br2 4.819 -2.143 4.854
C10 2.807 -1.747 2.845
Br3 2.289 -3.548 3.167
C11 2.102 -1.066 1.859
O1 1.189 -1.594 1.097
C12 2.378 0.338 1.661
O2 1.595 0.972 0.854
C13 3.469 0.892 2.330
Br4 3.922 2.679 1.887
O3 -2.108 -0.590 -4.572
S1 -0.889 0.188 -4.438
O4 0.239 -0.317 -5.213
O5 -1.093 1.626 -4.574
S2 -0.334 -0.098 -2.426
C14 3.917 0.197 -3.715
C15 4.435 0.492 -2.300
C16 5.087 1.871 -2.262
C17 5.453 -0.568 -1.868
N1 3.367 0.535 -1.292
N2 2.476 -0.577 -1.289
H9 4.720 0.326 -4.445
H10 3.096 0.868 -3.976
H11 3.552 -0.827 -3.808
H12 5.994 1.880 -2.868
H13 5.337 2.135 -1.232
H14 4.401 2.627 -2.653
H15 6.365 -0.486 -2.463
H16 5.056 -1.577 -1.997
H17 5.704 -0.427 -0.815
H18 2.788 1.358 -1.426
H19 2.942 -1.368 -0.860
H20 2.159 -0.828 -2.226
C18 -5.845 1.877 1.534
C19 -5.694 1.197 0.333
C20 -4.560 0.431 0.104
C21 -3.561 0.329 1.070
C22 -3.700 1.057 2.249
C23 -4.838 1.815 2.488
Sb1 -1.703 -0.719 0.648
C24 -2.716 -2.313 -0.417
C25 -3.985 -2.736 -0.022
C26 -4.655 -3.726 -0.725
C27 -4.067 -4.304 -1.842
C28 -2.799 -3.905 -2.232
C29 -2.125 -2.923 -1.518
C30 -1.684 -1.784 2.539
C31 -2.022 -3.129 2.656
C32 -1.931 -3.781 3.878
C33 -1.494 -3.100 5.005
C34 -1.123 -1.768 4.895
C35 -1.209 -1.122 3.670
H21 -6.742 2.454 1.726
H22 -6.460 1.269 -0.431
H23 -4.445 -0.091 -0.840
H24 -2.910 1.028 2.992
H25 -4.939 2.364 3.418
H26 -4.454 -2.283 0.845
H27 -5.644 -4.038 -0.406
H28 -4.600 -5.062 -2.404
H29 -2.336 -4.343 -3.108
H30 -1.145 -2.605 -1.842
H31 -2.350 -3.680 1.784
H32 -2.193 -4.831 3.950
H33 -1.422 -3.610 5.958
H34 -0.751 -1.239 5.765
H35 -0.876 -0.092 3.588

## Properties
Expectation value of S²: 0.8542
M (u): 1120.13
Net charge: -2
Maximum force (eV/A): 1.3
Lowest unoccupied orbital energy (spin up / spin down) (eV): 3.82 / 3.82
Multiplicity: 2

Atomic partial charges in e from the Mulliken method, atoms 1 to 8: 0.490, -1.067, 0.479, -0.645, -0.271, -0.443, -0.451, -0.106

No. 6
Formula: C10H13ClI2N2OPW
Source: the Open Molecules 2025 dataset
Level of theory: ωB97M-V/def2-TZVPD

Atoms and positions in Å:
I1 1.846 -3.628 -1.662
I2 -0.705 -3.495 -0.801
W1 0.108 -0.724 -0.433
P1 0.011 0.524 -2.421
C1 -1.566 0.744 -3.303
C2 0.888 2.096 -2.782
H1 1.901 -0.889 -2.977
H2 0.921 -0.486 -4.447
H3 0.390 -1.737 -3.257
C3 0.888 -0.766 -3.379
H4 1.872 2.058 -2.291
H5 0.997 2.332 -3.863
H6 -1.595 1.016 -4.376
H7 -2.181 1.501 -2.816
H8 0.323 2.893 -2.275
H9 -2.199 -0.140 -3.242
C4 -1.874 -0.403 -0.536
O1 -3.030 -0.081 -0.368
Cl1 2.283 -0.418 0.096
N1 -0.030 0.142 7.285
C5 0.000 0.014 6.084
C6 0.043 -0.044 4.650
C7 0.065 -1.198 3.896
C8 0.134 -1.239 2.500
N2 0.134 -0.086 1.776
C9 0.139 1.116 2.488
C10 0.069 1.148 3.931
H10 -0.029 -2.187 4.362
H11 0.096 -2.161 1.889
H12 0.122 2.032 1.891
H13 -0.021 2.065 4.382

## Properties
Expectation value of S²: 2.0315
M (u): 681.30
Energy above the lowest of the compared OMol25 structures with the same formula, charge and spin (kcal per mole): 29.0
Net charge: +3
Maximum force (eV/A): 10.8
Lowest unoccupied orbital energy (spin up / spin down) (eV): -13.57 / -13.92
Multiplicity: 3

Atomic partial charges in e from the Mulliken method, atoms 1 to 8: 0.349, 0.299, 0.753, 0.827, -1.254, -1.093, 0.409, 0.457